Entry from the Open Molecules 2025 dataset: C15H27DyN2O4P2 as an isolated structure at a distorted geometry (ωB97M-V/def2-TZVPD).

Summary:
charge: +2
calculated total energy: -2565.653027 Ha
expectation value of S²: 9.328
multiplicity: 6
relative energy (zero: lowest compared OMol25 entry of this formula, charge and spin): 0.0 kcal per mole
Kohn-Sham gap (alpha / beta): 0.3427 / 0.3447 Ha

Cartesian coordinates (Å):
Dy 0.389 1.196 -0.325
P 2.337 -0.696 0.270
C 2.444 -1.071 -1.544
C 1.117 -1.420 -2.214
N 0.003 -0.764 -1.789
C -1.198 -1.158 -2.276
C -1.287 -2.096 -3.293
C -0.138 -2.685 -3.814
C 1.088 -2.341 -3.253
C -2.483 -0.588 -1.711
P -2.322 0.997 -0.794
H 2.030 -2.776 -3.591
H -2.276 -2.336 -3.672
H -0.196 -3.396 -4.629
H -3.200 -0.449 -2.534
H -2.917 -1.314 -0.999
H 2.869 -0.148 -2.015
H 3.159 -1.899 -1.654
H 0.732 3.563 -1.647
O 1.318 2.696 -1.744
H 1.920 2.790 -2.503
H -0.223 4.030 0.022
O -0.396 4.221 -0.947
H -0.842 5.069 -1.033
C -2.730 2.188 -2.132
H -3.781 2.055 -2.430
H -2.568 3.211 -1.761
H -2.076 2.029 -3.002
C -3.843 0.985 0.189
H -3.819 1.843 0.871
H -4.738 1.046 -0.444
H -3.876 0.069 0.791
C 2.064 -2.358 0.977
H 2.985 -2.960 0.915
H 1.757 -2.236 2.026
H 1.246 -2.868 0.450
C 4.067 -0.396 0.712
H 4.094 -0.144 1.778
H 4.690 -1.278 0.529
H 4.453 0.458 0.148
O 0.286 2.894 1.232
C 0.047 2.054 2.185
C -0.109 2.317 3.653
C -0.380 0.927 4.221
C -0.288 -0.025 3.041
O -0.361 -1.240 3.018
N -0.066 0.752 1.883
H 0.811 2.758 4.062
H -0.945 3.009 3.827
H 0.358 0.642 4.982
H -1.386 0.864 4.658

Atomic partial charges in e from the Mulliken method, atoms 1 to 4: atom 1 (Dy): 0.26, atom 2 (P): 0.88, atom 3 (C): -1.29, atom 4 (C): 0.84